Entry 1:
{"formula": "C3H10NO4", "method": "ωB97M-V/def2-TZVPD", "homo_ev": -15.10, "e_lumo_ev": -3.62, "e_above_lowest_ev": 1.367, "gap_ha": 0.42209, "total_charge": 1, "species": ["H", "N", "C", "H", "H", "H", "H", "H", "H", "H", "C", "O", "C", "O", "O", "H", "H", "O"], "coordinates": [[-0.091541, 0.915569, -1.027790], [-0.742632, 0.734808, -0.277125], [-0.833386, -0.765228, 0.038943], [-0.589872, -2.516025, -1.417199], [-1.861826, -0.968473, 0.388407], [-1.618571, 1.151711, -0.647755], [1.835977, 2.505439, -0.200740], [-0.001949, -0.260316, 3.066913], [0.912426, -1.711239, -0.928243], [1.340560, 3.007720, 0.944613], [-0.155260, -1.524061, -1.128125], [1.220841, 2.157900, 0.480742], [0.118943, -0.982623, 1.235590], [-0.272817, -0.716687, -2.312320], [1.131096, -1.557703, 1.488337], [-0.491998, 1.231714, 0.689123], [0.611095, -0.451619, -2.612456], [-0.511087, -0.250888, 2.219085]], "forces_ev_per_a": [[0.63, -0.03, 0.11], [-1.35, 0.45, 2.78], [1.77, -0.29, -0.74], [0.03, 0.86, 0.88], [0.60, -0.24, -0.61], [0.27, -0.68, 0.47], [-0.19, -1.33, -0.48], [-0.29, -0.17, -0.86], [-0.48, 0.17, 0.36], [-0.81, -0.46, 1.14], [-0.49, -0.71, -1.82], [1.57, 2.26, -0.42], [-0.95, 1.19, 3.12], [0.47, 0.33, 0.06], [-0.43, -0.23, -1.68], [-0.41, -0.92, -2.84], [-0.35, -0.39, -0.11], [0.41, 0.19, 0.62]], "lowdin_charge": [0.123, 0.183, -0.113, 0.156, 0.179, 0.188, 0.088, 0.163, 0.135, 0.086, -0.148, -0.056, -0.457, -0.070, 0.185, 0.183, 0.111, 0.064]}



Entry 2:
{"formula": "CH2N3O2P", "method": "ωB97M-V/def2-TZVPD", "homo_ev": [-7.71, -10.95], "e_lumo_ev": [-0.02, -4.10], "s_squared": 2.0124, "e_above_lowest_ev": 0.168, "gap_ha": [0.28262, 0.25179], "spin_multiplicity": 3, "total_charge": 0, "species": ["C", "H", "H", "N", "O", "P", "N", "N", "O"], "coordinates": [[0.404067, -0.710780, -1.505920], [1.346012, 0.549804, 1.433400], [1.507756, 1.899585, 0.293842], [0.996041, 1.047583, 0.569677], [-2.191424, -0.849834, -0.277583], [-0.264186, 0.788957, -0.469182], [-1.311771, -0.428891, 0.433101], [0.757205, -1.649226, -2.078566], [-1.243701, -0.647198, 1.601230]], "forces_ev_per_a": [[-0.37, 0.64, 0.38], [-0.66, 0.61, -1.84], [-0.29, -0.71, 0.72], [0.74, 0.54, 0.99], [-3.95, -1.62, -3.85], [0.62, -2.21, -0.26], [2.63, 3.03, -3.82], [-0.03, 0.45, 0.17], [1.32, -0.74, 7.51]], "lowdin_charge": [-0.366, 0.100, 0.048, -0.234, -0.038, 0.968, -0.661, 0.057, 0.125]}



Entry 3:
{"formula": "H28O14", "method": "ωB97M-V/def2-TZVPD", "homo_ev": -10.32, "e_lumo_ev": -0.25, "e_above_lowest_ev": 1.700, "gap_ha": 0.37000, "total_charge": 0, "species": ["H", "H", "O", "H", "O", "H", "O", "H", "O", "H", "H", "O", "O", "H", "O", "O", "H", "H", "H", "H", "H", "H", "H", "H", "O", "H", "H", "H", "H", "H", "H", "H", "H", "H", "O", "O", "H", "H", "H", "O", "O", "O"], "coordinates": [[-3.014452, -1.024958, -0.787567], [-2.489482, 2.628152, 0.111003], [1.938728, -2.498338, 0.596463], [-0.900372, 1.630352, -2.932937], [1.224918, -0.244588, 2.932793], [-1.381972, 1.886702, -4.345107], [-1.340272, 1.208442, -3.670977], [0.322208, 1.692402, 2.984903], [-2.709842, 1.844822, 0.615053], [3.827638, -1.542998, 2.135723], [-0.857342, -1.930148, -2.824557], [-3.814842, -1.415448, -0.436697], [-0.538952, 0.174942, 0.567233], [-0.643242, 0.312012, -0.374347], [-1.059642, -1.274358, -2.157287], [1.957288, 0.757612, -3.049247], [0.013128, 3.211012, -0.985767], [-0.412972, -3.788258, -0.220427], [1.009038, -2.577658, 0.810013], [2.185858, -3.365268, 0.274623], [-1.889402, 1.354562, 0.667553], [-4.473342, -0.725298, -0.516057], [2.464548, 1.443682, -0.268557], [1.576668, 0.483402, -2.214887], [-0.628552, -3.061848, 0.364453], [-1.424332, -0.537628, -2.647647], [2.423468, 0.048412, -0.854567], [-1.117492, -2.448758, -0.184447], [1.160348, -1.172068, 2.705123], [3.057498, -0.916768, 0.992653], [1.727928, 0.056772, -3.659527], [-1.073472, -0.478038, 3.590073], [1.288798, -0.235798, 3.887823], [-1.048352, 3.793722, -1.894397], [3.828698, -0.789648, 1.545213], [1.949508, 0.636862, -0.266927], [0.397358, 0.295882, 0.725113], [-1.372532, -0.529248, 2.106893], [1.472858, 2.515082, 2.445383], [-0.696932, 2.961742, -1.577307], [-1.561492, -0.974318, 2.932993], [0.622808, 2.594882, 2.878143]], "forces_ev_per_a": [[0.21, 0.12, -0.10], [0.06, 0.14, -0.10], [0.93, 0.24, 0.03], [0.30, 0.46, 0.41], [0.02, 0.40, 0.03], [-0.05, 0.01, -0.21], [-0.26, -0.57, -0.22], [-0.03, -0.35, -0.14], [-0.79, 0.22, -0.09], [-0.05, -0.14, 0.00], [0.00, -0.18, -0.16], [-0.05, -0.38, -0.04], [-0.63, -0.12, 0.12], [0.09, -0.22, -0.37], [0.19, -0.15, 0.59], [0.28, 0.09, -0.19], [0.27, -0.03, 0.24], [-0.11, -0.27, -0.16], [-1.06, -0.08, -0.20], [0.18, -0.14, -0.03], [0.41, -0.18, 0.31], [-0.13, 0.24, 0.12], [0.30, 0.23, 0.09], [-0.50, 0.16, 0.07], [-0.02, -0.33, 0.36], [-0.24, 0.48, -0.55], [0.49, -0.41, 0.12], [-0.25, 0.46, -0.16], [-0.13, -0.34, -0.14], [-0.24, -0.23, 0.10], [-0.09, -0.10, -0.28], [-0.01, 0.10, 0.05], [0.20, 0.01, 0.30], [-0.17, 0.25, -0.15], [0.82, 0.52, 0.06], [-0.20, 0.10, 0.01], [0.51, 0.07, 0.08], [0.06, 0.12, -0.42], [0.24, -0.16, 0.03], [-0.05, -0.16, 0.03], [-0.35, -0.46, 0.52], [-0.17, 0.58, 0.01]], "lowdin_charge": [-0.015, 0.007, -0.048, -0.015, -0.041, 0.050, -0.053, -0.009, -0.053, 0.024, 0.059, -0.044, -0.055, 0.031, -0.030, -0.042, 0.062, 0.057, -0.010, 0.054, -0.036, 0.035, 0.085, -0.021, -0.029, 0.008, 0.054, 0.016, 0.042, -0.048, 0.042, 0.011, 0.065, 0.065, -0.079, -0.027, 0.009, -0.024, 0.024, -0.026, -0.051, -0.048]}



Question: What is the formula in the second record?
Answer: CH2N3O2P